A structure of composition C36H65BrN5RhSbSi4. Source: OMol25; level of theory: wB97M-V/def2-TZVPD.

The geometry in XYZ format:
```
113
Properties=species:S:1:pos:R:3:lowdin_charge:R:1
Rh 0.39 1.16 -0.56 0.7805
C 4.83 -1.55 -0.01 -0.2511
Sb 2.77 -1.06 -0.05 1.6029
C 2.31 0.59 -1.34 -0.5667
C 3.36 1.63 -1.07 -0.4557
C 3.01 2.93 -0.72 -0.0472
C 3.99 3.89 -0.59 -0.0399
C 5.31 3.52 -0.78 -0.0370
C 5.58 2.20 -1.10 -0.1273
N 4.64 1.27 -1.25 0.0753
Si 2.25 -0.05 -3.14 0.3885
C 3.87 -0.83 -3.67 -0.1760
C 1.86 1.43 -4.18 -0.1583
C 0.94 -1.38 -3.26 -0.1910
C 2.16 -0.93 2.04 -0.5264
C 1.03 0.04 2.28 -0.4422
C 0.08 -0.18 3.28 -0.0495
C -0.83 0.81 3.61 -0.0179
C -0.76 2.04 2.98 -0.0439
C 0.19 2.19 1.98 -0.1492
N 1.03 1.21 1.62 -0.0200
Si 1.73 -2.77 2.49 0.4358
C 0.11 -3.22 1.68 -0.1859
C 3.03 -3.93 1.80 -0.1883
C 1.63 -3.08 4.34 -0.1566
Si 3.60 -0.15 3.10 0.4768
C 4.29 1.37 2.27 -0.1538
C 4.94 -1.38 3.50 -0.1572
C 2.84 0.45 4.71 -0.1459
H 5.18 -1.52 -1.04 0.0081
H 4.96 -2.53 0.43 0.0012
H 5.36 -0.79 0.56 0.0014
H 1.96 3.19 -0.58 0.0619
H 3.71 4.92 -0.36 0.0826
H 6.11 4.24 -0.69 0.1108
H 6.60 1.87 -1.24 0.1146
H 4.70 -0.15 -3.57 0.0283
H 3.79 -1.14 -4.72 0.0412
H 4.09 -1.73 -3.10 0.0191
H 2.69 2.13 -4.19 0.0421
H 0.98 1.96 -3.80 0.0108
H 1.66 1.14 -5.21 0.0401
H 1.29 -2.33 -2.84 0.0277
H 0.72 -1.57 -4.31 0.0467
H 0.01 -1.12 -2.77 -0.0470
H 0.07 -1.11 3.81 0.0850
H -1.56 0.63 4.39 0.1244
H -1.42 2.85 3.23 0.1202
H 0.30 3.14 1.46 0.1126
H 0.15 -3.07 0.60 0.0098
H -0.74 -2.65 2.06 0.0151
H -0.10 -4.28 1.85 0.0502
H 3.02 -3.99 0.71 0.0222
H 2.78 -4.93 2.16 0.0488
H 4.03 -3.71 2.13 0.0208
H 0.63 -2.94 4.74 0.0374
H 2.30 -2.46 4.92 0.0173
H 1.91 -4.11 4.53 0.0455
H 4.82 1.20 1.33 0.0060
H 4.99 1.85 2.95 0.0536
H 3.49 2.09 2.06 0.0314
H 5.49 -1.74 2.63 0.0176
H 4.57 -2.25 4.04 0.0300
H 5.66 -0.89 4.15 0.0487
H 2.26 1.35 4.55 0.0431
H 3.66 0.70 5.39 0.0498
H 2.21 -0.28 5.20 0.0272
N 1.90 6.33 -0.99 0.1334
C 0.91 5.75 -1.10 -0.3582
N -0.24 5.10 -1.17 0.1038
C -0.34 3.89 -1.41 -0.3639
N -0.45 2.73 -1.63 -0.0008
C -6.03 -1.92 -0.36 -0.0792
C -4.59 -1.66 0.13 -0.6239
C -4.64 -1.22 1.60 -0.0984
C -3.87 -3.02 0.12 -0.1085
Si -3.79 -0.32 -0.99 0.6081
Br -1.53 -0.62 -0.36 0.5858
C -3.76 -0.71 -2.86 -0.6251
C -3.51 -2.20 -3.11 -0.0950
C -2.67 0.07 -3.62 -0.0947
C -5.13 -0.34 -3.47 -0.0744
C -4.20 1.49 -0.54 -0.6120
C -5.73 1.63 -0.37 -0.0795
C -3.50 1.94 0.75 -0.1196
C -3.77 2.50 -1.61 -0.0956
H -6.50 -2.63 0.32 0.0941
H -6.05 -2.36 -1.35 0.0679
H -6.65 -1.02 -0.37 0.0733
H -5.10 -2.02 2.18 0.0916
H -5.23 -0.32 1.76 0.0652
H -3.64 -1.05 2.00 0.0649
H -4.41 -3.68 0.81 0.0919
H -2.85 -2.96 0.47 0.0328
H -3.88 -3.50 -0.85 0.0639
H -2.59 -2.55 -2.66 0.0730
H -3.43 -2.36 -4.19 0.0927
H -4.33 -2.82 -2.76 0.0670
H -1.67 -0.12 -3.21 0.0236
H -2.83 1.14 -3.63 0.0657
H -2.67 -0.28 -4.65 0.0954
H -5.95 -0.88 -3.02 0.0707
H -5.11 -0.60 -4.53 0.0956
H -5.35 0.72 -3.40 0.0679
H -6.11 1.10 0.50 0.0663
H -6.28 1.30 -1.24 0.0766
H -5.96 2.69 -0.22 0.0944
H -3.60 1.25 1.58 0.0559
H -3.91 2.90 1.06 0.0972
H -2.43 2.09 0.57 0.0302
H -4.32 2.39 -2.54 0.0725
H -2.70 2.44 -1.83 0.0310
H -3.97 3.50 -1.24 0.0977
```

Computed properties:
- multiplicity = 5
- frontier orbital gap (spin up / spin down) (hartree) = 0.3003 / 0.2219
- E_LUMO (spin up / spin down) (eV) = -2.49 / -5.25
- ΔE to the lowest compared entry with this formula, charge and spin (kcal/mol) = 5.5
- expectation value of S² = 6.013
- electronic energy (eV) = -156932.17902
- net charge = +1

=====

An isolated molecule of C5H10O. Source: OMol25; level of theory: wB97M-V/def2-TZVPD.

The geometry in XYZ format:
```
16
Properties=species:S:1:pos:R:3:nbo_charge:R:1
C 2.01 0.10 1.08 -0.2518
C 0.94 0.15 -1.53 -0.5636
C 0.18 0.22 -0.43 0.3478
O 0.62 0.21 0.86 -0.5128
C -1.33 0.34 -0.47 -0.4435
C -2.05 -0.59 0.51 -0.6020
H 2.47 -0.65 0.43 0.1804
H 2.51 1.07 0.92 0.1792
H 2.14 -0.20 2.12 0.1958
H 0.46 0.14 -2.50 0.2113
H 2.02 0.12 -1.51 0.2045
H -1.66 0.15 -1.50 0.2116
H -1.59 1.39 -0.24 0.2135
H -1.78 -0.35 1.54 0.2161
H -3.14 -0.47 0.40 0.2082
H -1.80 -1.63 0.32 0.2053
```

Computed properties:
- multiplicity = 1
- frontier orbital gap (hartree) = 0.3615
- E_LUMO (eV) = 1.07
- ΔE to the lowest compared entry with this formula, charge and spin (kcal/mol) = 22.8
- electronic energy (eV) = -7393.77488
- structure (SMILES) = C=C(CC)OC

=====

A cluster of 2 separate species, C9H14O2 in total in a non-equilibrium geometry. Source: OMol25; level of theory: wB97M-V/def2-TZVPD.

The geometry in XYZ format:
```
25
Properties=species:S:1:pos:R:3:nbo_charge:R:1
C -2.07 -2.16 0.66 -0.0620
C -0.56 -2.49 0.56 -0.6563
O -2.41 -0.81 0.40 -0.7127
H -2.59 -2.75 -0.08 0.1685
H -2.49 -2.55 1.60 0.1512
H -0.08 -1.68 0.01 0.2256
H -1.88 -0.25 0.99 0.4642
H -0.46 -3.37 -0.07 0.2121
H -0.11 -2.70 1.52 0.2072
C 0.21 2.82 1.40 -0.6255
C 2.07 0.09 -0.45 -0.2661
C 1.24 -0.12 -1.55 0.2998
C 1.79 1.11 0.44 -0.1868
C 0.67 1.93 0.28 -0.0649
C 0.09 0.65 -1.71 -0.2880
C -0.16 1.69 -0.82 -0.1779
O 1.72 -0.91 -2.55 -0.6757
H 2.84 -0.66 -0.30 0.2260
H 2.49 1.28 1.25 0.2113
H -0.56 0.52 -2.56 0.2129
H 1.07 -1.07 -3.24 0.4808
H -0.66 3.42 1.14 0.2154
H 0.96 3.55 1.72 0.2171
H -1.07 2.25 -0.91 0.2104
H -0.04 2.23 2.28 0.2136
```

Computed properties:
- multiplicity = 1
- frontier orbital gap (hartree) = 0.3385
- E_LUMO (eV) = 0.82
- ΔE to the lowest compared entry with this formula, charge and spin (kcal/mol) = 28.3
- electronic energy (eV) = -13654.43104
- structure (SMILES) = Cc1ccc(O)cc1.CCO

=====

A cluster of 2 separate species, C2O2 in total in a non-equilibrium geometry. Source: OMol25; level of theory: wB97M-V/def2-TZVPD.

The geometry in XYZ format:
```
4
Properties=species:S:1:pos:R:3:nbo_charge:R:1
C 0.53 0.69 -1.53 0.5443
C 0.07 -0.61 1.03 0.4919
O -0.74 -0.04 1.58 -0.5125
O -0.05 -0.07 -0.92 -0.5238
```

Computed properties:
- multiplicity = 1
- frontier orbital gap (hartree) = 0.4700
- E_LUMO (eV) = 0.72
- ΔE to the lowest compared entry with this formula, charge and spin (kcal/mol) = 20.0
- electronic energy (eV) = -6167.35939

=====

The ion C8H16N3S with charge +1 in a non-equilibrium geometry. Source: OMol25; level of theory: wB97M-V/def2-TZVPD.

The geometry in XYZ format:
```
28
Properties=species:S:1:pos:R:3:nbo_charge:R:1
C 3.57 -0.62 0.28 -0.5421
C 3.05 0.52 -0.29 0.3267
C 1.20 -0.55 0.08 0.0323
C -0.88 -1.07 1.66 -0.6871
C -0.81 -2.09 -0.53 -0.6475
C -1.16 1.66 0.46 -0.4209
C -1.07 0.67 -1.80 -0.4234
C -0.47 -0.87 0.26 0.2250
N 1.70 0.59 -0.31 -0.5262
N 3.83 1.51 -0.70 -0.7886
N -1.26 0.44 -0.36 -0.3707
S 2.29 -1.78 0.55 0.4511
H 4.61 -0.94 0.19 0.2477
H -1.63 -0.34 1.92 0.2311
H -1.41 -2.03 1.68 0.2401
H 0.00 -1.19 2.27 0.2678
H -0.69 -2.00 -1.55 0.2288
H -0.11 -2.80 -0.20 0.2521
H -1.78 -2.38 -0.31 0.2167
H -0.72 1.30 1.43 0.2359
H -0.38 2.24 -0.02 0.2489
H -2.13 2.13 0.54 0.2343
H -0.09 0.73 -2.01 0.2402
H -1.53 -0.21 -2.38 0.2309
H -1.58 1.65 -2.19 0.2481
H 4.83 1.24 -0.48 0.4214
H 3.42 2.20 -1.21 0.4099
H -2.17 0.04 -0.16 0.4174
```

Computed properties:
- multiplicity = 1
- frontier orbital gap (hartree) = 0.3096
- E_LUMO (eV) = -2.63
- ΔE to the lowest compared entry with this formula, charge and spin (kcal/mol) = 7.0
- electronic energy (eV) = -23853.06468
- structure (SMILES) = C[NH+](C)C(C)(C)c1nc(N)cs1
- net charge = +1

=====

A cluster of 11 separate species, C10H40ClN20O14 in total in a non-equilibrium geometry. Source: OMol25; level of theory: wB97M-V/def2-TZVPD.

The geometry in XYZ format:
```
85
Properties=species:S:1:pos:R:3:lowdin_charge:R:1
Cl 0.38 -0.16 0.24 0.6402
O -0.22 0.60 1.29 -0.3318
O 1.22 -1.25 0.69 -0.3545
O -0.63 -0.73 -0.62 -0.3940
O 1.16 0.65 -0.69 -0.3563
C -2.84 -0.48 -4.01 -0.6949
O -3.35 -0.59 -5.13 0.0005
N -1.48 -0.38 -3.87 0.1490
N -3.53 -0.46 -2.85 0.1710
H -1.01 -0.76 -3.06 0.0596
H -1.01 -0.62 -4.74 0.0954
H -3.03 -0.05 -2.09 0.0365
H -4.53 -0.54 -2.85 0.1161
C 1.34 1.41 5.56 -0.6815
O 1.21 1.30 6.77 0.0078
N 1.37 2.62 4.94 0.1424
N 1.25 0.36 4.68 0.1452
H 1.27 3.45 5.49 0.0956
H 1.26 2.67 3.95 0.0833
H 0.79 0.48 3.79 0.0687
H 1.07 -0.55 5.12 0.0365
C 5.43 -1.15 -0.47 -0.6713
O 6.32 -1.92 -0.14 -0.0056
N 4.14 -1.62 -0.67 0.1491
N 5.59 0.11 -0.96 0.1548
H 3.42 -1.04 -1.06 0.0668
H 3.90 -2.55 -0.40 0.0901
H 6.53 0.45 -1.04 0.1007
H 4.82 0.44 -1.52 0.0457
C -1.72 -4.56 -2.98 -0.6822
O -2.90 -4.68 -2.68 0.0241
N -1.18 -5.26 -4.04 0.1408
N -0.94 -3.57 -2.46 0.1576
H -0.30 -4.95 -4.42 0.0855
H -1.60 -6.14 -4.24 0.0956
H -1.40 -3.11 -1.69 0.0761
H 0.05 -3.68 -2.52 0.0981
C -2.04 3.53 -1.44 -0.6570
O -1.07 3.85 -0.76 0.0211
N -2.86 4.40 -2.08 0.1593
N -2.32 2.23 -1.75 0.1611
H -2.69 5.38 -1.93 0.1027
H -3.44 4.16 -2.86 0.0973
H -2.85 2.04 -2.58 0.0901
H -1.63 1.54 -1.46 0.0823
C 0.74 -3.18 4.77 -0.6327
O 0.95 -2.19 5.46 0.0264
N 0.87 -3.23 3.41 0.1622
N 0.32 -4.37 5.30 0.1528
H 1.23 -2.42 2.94 0.0839
H 0.85 -4.12 2.94 0.0923
H 0.30 -4.43 6.30 0.1033
H -0.13 -5.02 4.69 0.0927
C -4.44 0.68 0.78 -0.6658
O -5.65 0.67 0.98 0.0088
N -3.75 -0.36 0.19 0.1621
N -3.66 1.78 1.00 0.1571
H -4.35 -1.15 0.00 0.1126
H -2.76 -0.23 0.31 0.0561
H -2.75 1.87 0.59 0.0512
H -3.95 2.57 1.55 0.1013
C -2.32 -2.88 1.80 -0.6882
O -3.52 -3.09 1.90 0.0200
N -1.39 -3.57 1.06 0.1601
N -1.72 -1.90 2.52 0.1617
H -0.48 -3.15 0.95 0.0574
H -1.60 -4.39 0.51 0.0962
H -2.31 -1.23 2.99 0.1144
H -0.84 -1.53 2.22 0.0331
C 2.56 4.63 0.96 -0.6726
O 3.23 5.33 1.70 0.0116
N 2.89 3.36 0.58 0.1557
N 1.31 5.03 0.52 0.1498
H 2.16 2.89 0.07 0.0515
H 3.73 2.91 0.90 0.1147
H 0.54 4.42 0.30 0.0436
H 1.07 5.88 1.00 0.0969
C 2.98 2.03 -3.34 -0.6522
O 3.61 1.02 -3.09 0.0199
N 2.52 2.88 -2.38 0.1737
N 2.58 2.40 -4.60 0.1456
H 1.99 3.66 -2.73 0.0969
H 2.69 2.63 -1.43 0.0455
H 2.62 1.76 -5.38 0.0977
H 1.95 3.18 -4.72 0.0854
```

Computed properties:
- multiplicity = 1
- frontier orbital gap (hartree) = 0.3232
- E_LUMO (eV) = 1.81
- ΔE to the lowest compared entry with this formula, charge and spin (kcal/mol) = 13.8
- electronic energy (eV) = -82014.58215
- net charge = -1

=====

> multiplicity of number 3 (C9H14O2)?

1